100
Properties=species:S:1:pos:R:3:forces:R:3 method="wB97M-V/def2-TZVPD" charge=+1 largest_force_ev_per_a=0.97 relative_energy_ev=0.838 orbital_gap_ev=7.2
Ti 0.12866 -1.33154 0.72190 -0.4699 -0.0863 0.8440
O -1.39051 0.23290 0.62349 0.2433 -0.2798 -0.1008
C -1.71279 1.61167 0.89118 0.1075 -0.0754 -0.1000
C -1.83231 1.88221 2.37500 -0.0195 0.0159 0.0553
C -0.76980 1.11834 3.15623 0.0817 0.0924 -0.1613
C 0.64710 1.38441 2.72525 0.0316 -0.1146 -0.0319
C 1.31826 2.48512 3.23954 -0.0033 0.0334 0.0297
C 2.65970 2.67358 2.97011 0.0193 -0.0213 0.0963
C 3.30926 1.73115 2.19109 -0.0293 0.0230 0.0501
C 2.57724 0.67999 1.68580 -0.1088 -0.0619 0.0998
N 1.26190 0.49922 1.91238 0.0201 -0.0438 -0.1795
H -2.19740 -0.31443 0.51496 -0.1296 0.0130 -0.3164
H -2.62860 1.85383 0.35334 -0.0168 0.0286 -0.0101
H -0.90226 2.19617 0.45358 -0.1540 -0.1466 0.1871
H -2.81647 1.59431 2.75148 0.0023 0.0068 -0.0174
H -1.72867 2.96068 2.52034 -0.0343 0.0102 0.0669
H -0.96257 0.05933 3.03831 -0.0465 -0.0367 0.0412
H -0.85767 1.34043 4.21993 0.0012 0.0098 0.0151
H 0.77538 3.17515 3.87423 0.0325 -0.0268 0.0046
H 3.19521 3.51773 3.38610 -0.0405 -0.0306 -0.0359
H 4.36563 1.80189 1.97141 -0.0309 -0.0056 0.0131
H 3.07964 -0.06638 1.09156 -0.0296 -0.0161 -0.0270
C 0.34610 -1.70965 4.42369 0.2057 0.2572 0.1109
Si -1.19281 -2.42649 3.66655 0.2608 0.1014 -0.2576
C -2.74951 -1.50544 4.10806 -0.3453 0.1321 0.1116
C -1.25594 -4.14712 4.35122 -0.1239 -0.3494 -0.1249
N -1.05007 -2.32337 1.83530 0.1544 -0.3700 -0.2286
C -1.55275 -3.46156 1.14442 -0.0461 0.2849 0.4815
C -2.50752 -4.34926 1.64087 0.0163 -0.0150 -0.0100
C -2.75092 -5.53915 0.97459 0.0468 -0.0067 -0.0561
C -2.00761 -5.86014 -0.15682 -0.0670 0.0046 0.0477
C -1.13720 -4.93198 -0.70071 0.0816 0.0811 -0.2205
C -0.99650 -3.67617 -0.11572 0.0955 0.1665 -0.2899
N -0.33783 -2.54421 -0.67745 -0.1608 -0.3265 0.1606
Si -0.23763 -2.50471 -2.48411 -0.1715 0.3543 0.3612
C -0.48856 -0.71026 -2.96217 0.0673 0.0559 -0.0274
C -1.67518 -3.39496 -3.26303 -0.2642 -0.1996 -0.0274
C 1.34395 -3.25530 -3.08617 0.3116 -0.1749 -0.0806
H 0.08858 -1.16304 5.33875 0.0215 -0.0883 -0.0463
H 0.93317 -1.04999 3.79066 0.0116 0.0152 0.0381
H 0.99303 -2.54421 4.70202 0.0365 0.0583 -0.0093
H -3.33953 -2.10360 4.80913 0.0146 0.0587 -0.0521
H -3.36931 -1.32993 3.22410 -0.0167 0.0224 0.0515
H -2.56156 -0.54311 4.58954 -0.0135 -0.0399 -0.0471
H -0.73853 -4.11607 5.31353 -0.0364 -0.0170 0.0074
H -0.73504 -4.86348 3.71244 0.0287 0.0106 0.0906
H -2.27011 -4.51241 4.52138 0.0743 -0.0037 0.0294
H -3.03759 -4.12726 2.55757 0.0083 -0.0143 -0.0629
H -3.48685 -6.23104 1.36220 0.0302 0.0003 -0.0031
H -2.12108 -6.82754 -0.62708 0.0033 0.0102 0.0072
H -0.55610 -5.18771 -1.57863 -0.0802 0.0314 -0.0067
H -0.42972 -0.03261 -2.10459 0.0004 -0.2187 -0.1461
H -1.47412 -0.58371 -3.41945 0.0275 -0.0013 0.0233
H 0.24808 -0.36945 -3.69622 -0.0945 -0.0397 0.0242
H -1.91933 -2.87059 -4.19207 -0.0013 -0.0605 0.0166
H -2.57237 -3.41207 -2.63670 0.0178 0.0353 -0.0695
H -1.44701 -4.43151 -3.51459 -0.0579 0.0508 -0.0029
H 1.85793 -2.57804 -3.77367 0.0193 -0.0512 0.0275
H 1.13523 -4.18168 -3.62753 0.0491 0.0372 0.0159
H 2.02340 -3.49043 -2.26379 -0.0160 0.0139 -0.0577
Cl 2.19252 -0.74565 -1.16935 0.4544 -0.1229 -0.1351
C 2.57382 0.37620 -2.47855 0.1368 -0.5505 0.2530
C 3.55797 -0.06461 -3.34520 0.1131 0.0770 -0.1942
C 3.89416 0.74207 -4.42186 -0.1210 0.0988 0.0424
C 3.24234 1.96073 -4.60030 -0.0382 -0.1163 0.1563
C 2.27384 2.36668 -3.69146 0.0570 0.1731 -0.2569
C 1.91793 1.57576 -2.60071 -0.2589 0.5140 0.1068
P 0.68094 2.06639 -1.32762 0.4017 0.1530 -0.1834
C 1.57760 3.41117 -0.46126 0.0148 -0.0214 -0.1330
C 0.84417 4.29691 0.32995 0.0082 0.0884 0.0838
C 1.48118 5.28387 1.06737 0.0496 -0.0035 -0.0559
C 2.86723 5.40000 1.02663 -0.0763 -0.0103 -0.0485
C 3.60555 4.51907 0.25035 -0.0654 -0.0041 -0.0382
C 2.96487 3.52739 -0.48458 0.0830 0.0852 -0.0193
C -0.57082 2.98094 -2.29181 0.0075 0.0536 -0.0819
C -0.39132 4.26121 -2.82017 0.0067 0.0442 0.0611
C -1.40438 4.87448 -3.54053 -0.0293 -0.0290 -0.0060
C -2.61590 4.22085 -3.73810 0.0454 0.0012 0.0017
C -2.80999 2.95230 -3.21238 0.0679 -0.0143 0.0309
C -1.79036 2.33837 -2.49378 -0.1857 0.0056 0.0049
H 4.05189 -1.01210 -3.17618 -0.0442 -0.0004 -0.0190
H 4.65502 0.41426 -5.11821 -0.0106 0.0322 0.0151
H 3.49304 2.59567 -5.43990 -0.0071 -0.0179 0.0166
H 1.77582 3.31919 -3.83690 0.0647 -0.0962 -0.0017
H -0.23916 4.22881 0.35802 0.0391 0.0691 -0.0262
H 0.89529 5.97037 1.66568 0.0064 0.0023 -0.0090
H 3.36489 6.18065 1.58802 -0.0108 -0.0121 -0.0023
H 4.68415 4.60562 0.20744 -0.0093 -0.0025 -0.0038
H 3.55978 2.84968 -1.08644 -0.0253 0.0279 -0.0030
H 0.53884 4.79377 -2.65514 -0.0251 -0.0164 0.0431
H -1.24982 5.86582 -3.94725 -0.0121 -0.0133 0.0149
H -3.40718 4.70439 -4.29693 0.0204 -0.0116 0.0144
H -3.75437 2.44219 -3.35533 0.0152 0.0087 -0.0066
H -1.94512 1.34427 -2.08344 -0.0408 0.2084 -0.0231
O -3.23345 -1.37210 -0.41566 -0.3207 0.1452 0.0852
H -3.14630 -1.37571 -1.37431 0.0163 -0.0317 -0.0174
H -3.35074 -2.29443 -0.15428 0.0676 -0.0706 0.0423
S 2.10552 -2.55120 1.44446 0.0652 -0.0071 0.2035
C 1.50800 -4.09626 1.79313 0.0306 0.2521 -0.2441
N 1.11236 -5.15354 2.03384 -0.0055 0.0186 0.0316